The following is a DFT calculation (the ωB97M-V functional and the def2-TZVPD basis) of C34H29FN4O8Pd as an isolated structure.

Each line ends with the Mulliken charge.
Geometry (Å):
Pd 2.2140 1.9223 0.4531  0.429
F -0.8923 -4.0313 0.3694  -0.354
C -1.4877 -2.8359 0.6663  0.301
C -0.7190 -1.6956 0.6142  -0.450
C -1.2947 -0.4324 0.8669  0.477
C -0.5183 0.7736 0.6759  1.467
O 0.6127 0.6736 0.1085  -0.790
C -1.1718 2.0036 1.0429  -0.378
C -2.4892 1.9776 1.3609  -0.305
N -3.2543 0.8458 1.4184  0.323
C -4.6729 0.9275 1.5458  -0.331
C -5.3377 1.9809 2.3722  -0.969
C -5.3400 0.5614 2.8457  -0.413
C -2.6673 -0.3809 1.2005  -0.274
C -3.4096 -1.5534 1.2823  -0.442
C -2.8351 -2.8093 1.0050  -1.401
N -3.6863 -3.9531 1.1161  0.303
C -3.1185 -5.2850 1.1866  -0.762
C -4.2180 -6.2032 1.7805  -0.645
N -5.2702 -5.2934 2.2908  -0.107
C -5.9884 -4.6542 1.1626  -0.732
C -4.8906 -3.9741 0.3045  -0.599
C -0.5371 3.4189 1.0891  0.223
O -1.3267 4.3443 1.2563  -0.816
O 0.7092 3.5504 0.9850  -0.418
H 0.3258 -1.7478 0.3517  0.689
H -2.9850 2.9172 1.5520  0.660
H -5.1901 0.6289 0.6353  0.473
H -6.2504 2.4025 1.9827  0.247
H -4.7262 2.6857 2.9084  0.329
H -6.2556 -0.0106 2.8106  0.281
H -4.6980 0.3211 3.6782  0.226
H -4.4509 -1.5099 1.5555  0.758
H -2.2486 -5.2590 1.8411  0.467
H -2.7955 -5.6696 0.2096  0.502
H -3.8265 -6.8136 2.5946  0.345
H -4.6505 -6.8646 1.0289  0.304
H -4.7197 -4.5003 2.6888  0.383
H -5.8970 -5.7314 2.9680  0.295
H -6.6905 -3.9215 1.5673  0.413
H -6.5414 -5.4102 0.6040  0.355
H -5.1813 -2.9571 0.0486  0.477
H -4.7438 -4.5280 -0.6331  0.310
O 3.3977 1.9656 4.2858  -0.714
C 3.2580 1.9257 3.0756  0.305
O 2.2493 1.4558 2.4480  -0.629
C 4.3987 2.3362 2.1566  0.495
C 5.7225 2.1348 2.5608  -0.681
C 6.7217 2.1495 1.6179  -0.592
C 6.4033 2.4830 0.2827  0.972
C 7.3350 2.4442 -0.7732  -0.729
C 6.9757 2.8398 -2.0358  -0.642
C 5.7037 3.3727 -2.2742  -0.394
C 4.7668 3.4173 -1.2702  -0.650
C 5.0633 2.8733 -0.0059  0.433
N 4.0712 2.7023 0.9163  -0.343
H 5.9030 1.9153 3.6031  0.475
H 7.7357 1.8872 1.8846  0.414
H 8.3328 2.0827 -0.5694  0.376
H 7.6801 2.7527 -2.8505  0.387
H 5.4595 3.7375 -3.2626  0.439
H 3.7865 3.8465 -1.4342  0.492
O 1.5665 3.2532 -3.9726  -0.442
C 2.0710 2.0845 -4.4170  1.046
C 2.0657 1.7814 -5.7792  -0.863
C 2.6362 0.6163 -6.2534  -0.528
C 3.2341 -0.2654 -5.3697  -0.726
C 3.2102 0.0067 -4.0154  -0.340
C 2.6330 1.1684 -3.5166  0.060
C 2.6383 1.3719 -2.0358  1.556
O 3.2629 0.5685 -1.3100  -0.795
O 2.0284 2.3607 -1.5504  -1.057
H 1.2282 3.7750 -4.7128  0.310
H 1.6012 2.4723 -6.4717  0.281
H 2.6197 0.4073 -7.3140  0.383
H 3.7088 -1.1619 -5.7351  0.400
H 3.6434 -0.6681 -3.2952  0.445

Output
Total charge: 0
Total energy: -64263.406 eV
HOMO level (alpha / beta): -5.67 / -5.64 eV
Maximum force: 2.71 eV/Å
Spin multiplicity: 1
LUMO energy (alpha / beta): -1.7 / -1.7 eV